--- P ---
Here is an isolated ion of composition CH8N3Si and charge +1 from OMol25. Energies are from wB97M-V/def2-TZVPD.

XYZ file:
```
13
Properties=species:S:1:pos:R:3
C 1.04 -0.57 0.71
N 0.29 0.58 1.23
N -0.60 1.11 0.25
Si -0.82 -0.31 -1.20
N 0.54 -1.11 -0.52
H 2.20 -0.22 0.55
H 1.26 -1.40 1.44
H -0.04 0.58 2.16
H -1.45 1.42 0.71
H -0.15 1.84 -0.20
H -0.15 0.70 -2.22
H -2.13 -0.95 -1.06
H 0.63 -2.08 -0.50
```

Output
Charge = +1
2S+1 = 1
SMILES = C1N[NH2+][SiH2]N1
Gap between HOMO and LUMO = 9.50 eV
E_HOMO = -0.4998 hartree

Atom charges from the Löwdin analysis, given in e for atoms 1 to 5: -0.291, -0.047, -0.016, 0.808, -0.164

***

--- Q ---
Here is CH8N3Si as an isolated structure from OMol25. Energies are from wB97M-V/def2-TZVPD.

XYZ file:
```
13
Properties=species:S:1:pos:R:3
C -0.73 1.12 -0.22
N -1.12 -0.23 -0.36
N 0.53 1.11 0.54
N -0.03 -1.05 -0.53
Si 1.35 -0.31 0.73
H -0.44 1.61 -1.14
H -1.48 1.70 0.09
H -1.87 -0.48 0.36
H 0.86 2.03 0.78
H -0.41 -2.29 -0.16
H 0.05 -1.10 -1.60
H 2.40 -0.67 -0.21
H 0.90 -1.42 1.72
```

Output
Charge = +1
2S+1 = 1
Gap between HOMO and LUMO = 9.58 eV
E_HOMO = -0.5240 hartree

Atom charges from the Löwdin analysis, given in e for atoms 1 to 5: -0.240, -0.138, -0.140, -0.125, 0.718

***

Energies relative to the minimum, kcal/mol: P 0.0; Q 28.4

***

--- P ---
Here is an isolated ion of composition C4H6NS and charge +1 from OMol25. Energies are from wB97M-V/def2-TZVPD.

XYZ file:
```
12
Properties=species:S:1:pos:R:3
C -0.64 -0.39 3.50
N -0.19 -0.80 2.49
C 0.39 -1.17 1.40
C 0.03 -0.16 -0.09
S 0.87 -0.42 -1.47
C 0.19 0.83 -2.64
H -1.25 -0.24 4.33
H 0.99 -1.91 1.07
H -0.41 0.85 -0.11
H 0.63 0.72 -3.52
H 0.36 1.90 -2.27
H -0.96 0.79 -2.67
```

Output
Charge = +1
2S+1 = 1
SMILES = C#[N+]/C=C/SC
Gap between HOMO and LUMO (spin up / spin down) = 6.92 / 6.92 eV
E_HOMO (spin up / spin down) = -0.4604 / -0.4604 hartree

Atom charges from the Löwdin analysis, given in e for atoms 1 to 5: 0.267, -0.031, -0.045, -0.285, 1.006

***

--- Q ---
Here is an isolated ion of composition C4H6NS and charge +1 from OMol25. Energies are from wB97M-V/def2-TZVPD.

XYZ file:
```
12
Properties=species:S:1:pos:R:3
C 1.02 0.72 -1.20
C 1.33 -1.14 0.40
C -2.36 1.94 -0.95
C 1.70 -2.02 1.40
N 1.08 -0.26 -0.35
S -0.31 1.57 -1.67
H -2.73 2.50 -1.85
H -2.14 2.53 -0.14
H -2.96 0.98 -0.66
H 2.18 -2.88 1.09
H 0.82 -2.45 1.98
H 2.36 -1.50 1.97
```

Output
Charge = +1
2S+1 = 1
Gap between HOMO and LUMO = 7.18 eV
E_HOMO = -0.4851 hartree

Atom charges from the Löwdin analysis, given in e for atoms 1 to 5: -0.444, 0.081, -0.108, 0.032, 0.056

***

Energies relative to the minimum, kcal/mol: P 8.2; Q 0.0

***

--- P ---
Here is an isolated ion of composition H3N4O2 and charge -1 from OMol25. Energies are from wB97M-V/def2-TZVPD.

XYZ file:
```
9
Properties=species:S:1:pos:R:3
N 0.59 0.11 -1.33
N 1.38 -0.20 -0.15
N 0.59 -0.47 0.82
O -0.73 -0.43 0.66
N 1.10 -0.84 1.97
O 0.19 -0.85 3.00
H -0.41 0.09 -0.95
H 0.99 0.93 -1.73
H -0.56 -1.15 2.52
```

Output
Charge = -1
2S+1 = 1
SMILES = N[N-][N+](=O)[N-]O
Gap between HOMO and LUMO = 6.92 eV
E_HOMO = -0.0780 hartree

Atom charges from the Löwdin analysis, given in e for atoms 1 to 5: -0.078, -0.094, -0.439, -0.209, -0.112

***

--- Q ---
Here is H3N4O2 as an isolated structure from OMol25. Energies are from wB97M-V/def2-TZVPD.

XYZ file:
```
9
Properties=species:S:1:pos:R:3
N 2.19 1.02 0.01
N -0.35 1.58 0.04
N -1.37 0.88 -0.13
N 1.10 0.45 0.10
O 0.88 -0.79 0.07
O 3.24 0.07 -0.10
H -1.82 0.63 -1.01
H -1.83 0.26 0.60
H 2.75 -0.79 -0.08
```

Output
Charge = -1
2S+1 = 1
Gap between HOMO and LUMO = 7.35 eV
E_HOMO = -0.0978 hartree

Atom charges from the Löwdin analysis, given in e for atoms 1 to 5: -0.059, -0.126, -0.251, -0.376, -0.192

***

Energies relative to the minimum, kcal/mol: P 0.0; Q 12.6

***

--- P ---
Here is C5H11Cl as an isolated structure from OMol25. Energies are from wB97M-V/def2-TZVPD.

XYZ file:
```
17
Properties=species:S:1:pos:R:3
C -0.27 0.98 -1.80
C -1.03 0.84 -0.50
C -0.14 0.64 0.83
C 0.81 -0.48 1.06
C 0.37 -1.75 0.60
H 0.90 1.46 -1.58
H -0.23 -0.32 -2.20
H -0.75 1.68 -2.60
H -1.56 1.78 -0.19
H -1.85 0.01 -0.61
H -0.66 0.66 1.85
H 0.60 1.61 0.80
H 1.62 -0.21 0.43
H 0.57 -1.62 -0.54
H -0.68 -2.11 0.63
H 0.87 -2.77 0.98
Cl 1.43 -0.40 2.85
```

Output
Charge = 0
2S+1 = 1
Gap between HOMO and LUMO = 11.38 eV
E_HOMO = -0.3875 hartree

Atom charges from the Löwdin analysis, given in e for atoms 1 to 5: -0.169, -0.322, -0.268, -0.783, -0.171

***

--- Q ---
Here is a 2-piece molecular cluster, C5H11Cl overall from OMol25. Energies are from wB97M-V/def2-TZVPD.

XYZ file:
```
17
Properties=species:S:1:pos:R:3
C 0.89 0.76 1.19
C -0.43 0.72 0.99
C -1.13 -0.55 1.44
C -1.28 1.57 0.19
H 1.52 1.44 0.83
H 1.31 -0.10 1.63
H -2.04 -0.24 1.90
H -0.68 -1.03 2.18
H -1.16 -1.18 0.56
H -2.28 1.47 0.58
H -0.93 2.60 0.21
H -1.36 1.37 -0.92
C 1.40 -1.53 -2.15
Cl 2.36 -0.13 -2.83
H 0.66 -0.98 -1.57
H 2.01 -1.96 -1.28
H 1.13 -2.24 -2.93
```

Output
Charge = 0
2S+1 = 1
SMILES = C=C(C)C.CCl
Gap between HOMO and LUMO = 10.10 eV
E_HOMO = -0.3411 hartree

Atom charges from the Löwdin analysis, given in e for atoms 1 to 5: 0.053, -0.420, -0.060, -0.088, 0.019

***

Energies relative to the minimum, kcal/mol: P 23.4; Q 0.0